No. 1
{
  "formula": "C5H5NO",
  "method": "the ωB97M-V functional and the def2-TZVPD basis",
  "elements": ["O", "N", "C", "C", "C", "C", "C", "H", "H", "H", "H", "H"],
  "xyz": [[-1.188547, -1.648229, 0.010384], [1.039704, 2.464862, -0.825518], [0.604576, 0.376555, 2.203465], [0.534027, 1.442191, -1.011403], [-0.142981, 0.164230, -1.235340], [-0.012391, -0.871911, -0.075822], [0.328878, -0.221950, 1.196876], [-1.208162, 0.365443, -1.382145], [0.777680, -1.581410, -0.334020], [0.864958, 0.933626, 3.077438], [0.231606, -0.272354, -2.165178], [-1.829348, -1.151053, 0.541262]],
  "forces_ev_per_a": [[-0.25, 0.15, 0.16], [-0.44, -0.97, -0.23], [-0.12, -0.22, -0.42], [0.44, 0.86, 0.18], [-0.07, 0.02, -0.09], [0.27, 0.09, 0.01], [0.09, 0.29, 0.46], [0.10, 0.01, 0.04], [-0.01, 0.10, 0.05], [-0.06, -0.15, -0.13], [-0.09, 0.02, 0.11], [0.12, -0.20, -0.14]],
  "charge": 0,
  "smiles": "C#C[C@@H](O)CC#N",
  "gap_ha": 0.4161,
  "homo_ev": -10.7,
  "de_lowest_kcal_mol": 56.6
}

No. 2
{
  "formula": "C4H5ClO",
  "method": "the ωB97M-V functional and the def2-TZVPD basis",
  "elements": ["Cl", "O", "C", "C", "C", "C", "H", "H", "H", "H", "H"],
  "xyz": [[2.735992, -0.239624, -0.060483], [-0.971609, -1.107960, -0.192449], [1.088318, -0.176738, 0.021189], [-1.239593, 0.221212, 0.023170], [0.366148, -1.333202, 0.029313], [0.195202, 0.986599, -0.057233], [-1.531503, 0.376025, 1.110630], [0.684889, -2.351640, 0.207836], [0.327916, 1.632296, 0.726960], [0.310705, 1.409243, -1.096368], [-1.966462, 0.583786, -0.712564]],
  "forces_ev_per_a": [[2.18, 0.50, 0.13], [0.18, -2.19, 0.03], [-2.40, -3.31, 0.48], [1.44, 2.58, 1.66], [0.38, 1.94, -0.04], [-1.68, -1.74, -3.81], [-0.35, -0.20, -1.28], [-0.06, 0.10, -0.38], [0.24, 1.98, 1.55], [-0.03, 0.37, 1.18], [0.09, -0.04, 0.47]],
  "charge": 0,
  "smiles": "ClC1=COCC1",
  "gap_ha": 0.3378,
  "homo_ev": -8.2,
  "de_lowest_kcal_mol": 18.9
}

No. 3
{
  "formula": "C6H8O4",
  "method": "the ωB97M-V functional and the def2-TZVPD basis",
  "elements": ["O", "O", "O", "O", "C", "C", "C", "C", "C", "C", "H", "H", "H", "H", "H", "H", "H", "H"],
  "xyz": [[2.488758, -0.998998, -1.524413], [3.203749, -0.560853, 1.294339], [0.822228, -0.905991, 0.303343], [-2.696390, 0.608969, -1.279421], [-0.316033, -0.146835, 0.677774], [-1.427527, -0.098860, -1.244877], [-0.736785, 0.941065, -0.311455], [-1.656390, -0.683752, 0.180897], [-2.227700, 0.759227, 0.088113], [2.002957, -0.306975, -0.667349], [-1.069929, -0.582747, -2.158285], [-2.838731, 1.319754, 0.801981], [2.065267, -0.882013, 1.478632], [3.298286, 0.358965, 1.563207], [-0.232470, 1.869253, -0.599237], [1.766867, 0.766174, -0.791403], [-2.195293, -1.597712, 0.451672], [-0.250865, 0.141328, 1.736483]],
  "forces_ev_per_a": [[-0.97, 1.50, 3.15], [-4.18, -1.30, 0.55], [2.23, -0.23, -0.89], [-0.03, 0.03, -0.01], [0.80, 0.43, -0.36], [0.07, -0.18, -0.24], [-0.16, 0.30, 0.11], [-0.03, -0.16, 0.06], [-0.23, 0.19, 0.07], [-2.51, -1.90, -2.42], [-0.06, 0.12, 0.29], [0.19, -0.14, -0.19], [4.45, 1.48, -1.00], [-0.21, 0.00, 0.30], [-0.26, -0.18, 0.05], [0.76, -0.19, 0.81], [0.18, 0.28, -0.10], [-0.05, -0.06, -0.19]],
  "charge": 0,
  "gap_ha": 0.3797,
  "homo_ev": -9.8,
  "de_lowest_kcal_mol": 154.7
}

No. 4
{
  "formula": "CH18NO8",
  "method": "the ωB97M-V functional and the def2-TZVPD basis",
  "elements": ["O", "O", "O", "O", "O", "O", "O", "O", "N", "C", "H", "H", "H", "H", "H", "H", "H", "H", "H", "H", "H", "H", "H", "H", "H", "H", "H", "H"],
  "xyz": [[3.691925, -1.259671, -0.364046], [-3.722568, 0.796962, -0.068544], [2.658540, -2.159644, 1.909982], [-0.819206, 0.711155, 0.077992], [0.852495, 0.470353, 2.240738], [0.639824, -1.425212, 0.184967], [-1.671323, -2.317856, -1.806203], [-1.731990, 3.030201, 1.022207], [0.723899, 0.425715, -1.649631], [-0.450562, 1.154195, -1.130043], [0.416972, -0.237631, -2.364751], [2.840432, -1.244836, -0.958533], [-0.058176, -2.028549, -0.032840], [0.025550, 2.153083, -1.203892], [0.216864, 0.450543, 1.486997], [1.839947, -2.002859, 1.350907], [3.417261, -1.373149, 0.514991], [0.184488, -0.527264, 0.078965], [-2.550472, -2.177011, -1.577346], [-1.460814, 2.270408, 0.442211], [1.361720, 1.297765, 2.172313], [-1.258662, 1.193107, -1.783306], [-1.164437, 3.039247, 1.754178], [1.323837, -0.097510, -0.928136], [2.635068, -1.258604, 2.350394], [-1.400169, -1.430160, -2.014752], [-2.864438, 0.777408, 0.400410], [-3.676006, 1.769824, -0.105238]],
  "forces_ev_per_a": [[-1.10, 0.80, -4.73], [0.69, 1.24, 0.44], [-1.04, 2.07, 0.53], [-0.62, -0.14, 1.38], [0.56, 0.41, 0.45], [0.36, -0.13, 0.58], [2.03, -0.71, -0.60], [-1.65, 0.37, -2.05], [0.92, -1.31, -1.30], [3.62, 0.89, 0.50], [0.54, -0.13, 0.44], [2.54, -0.19, 2.13], [-0.60, -0.68, -0.32], [-0.87, 0.66, 0.94], [0.16, 0.62, 0.15], [0.54, -0.47, 0.39], [-0.93, -0.71, 2.00], [-0.50, -0.88, 0.65], [-2.62, 0.12, 0.84], [0.34, 0.10, 1.07], [-0.56, -0.52, -0.20], [-1.48, -0.42, -1.95], [1.27, -0.30, 1.42], [-1.57, 1.57, -1.85], [0.05, -1.50, -0.26], [0.59, 0.65, -0.07], [0.26, -1.26, -0.18], [-0.93, -0.14, -0.40]],
  "charge": -1,
  "gap_ha": 0.3126,
  "homo_ev": -5.2,
  "de_lowest_kcal_mol": 22.2
}

Result set for max |F|: 1.1, 4.5, 4.8, 4.9 eV Å⁻¹, one per record in the order listed.